Density functional theory data (wB97M-V/def2-TZVPD) for a 8-piece molecular cluster, C12H40O8 overall.

Each line ends with the natural charge from an NBO analysis.
Geometry (Å):
C1 -2.136 3.186 6.718  -0.630
C2 -3.638 3.249 6.449  -0.059
O1 -3.944 2.271 5.514  -0.716
H1 -1.775 4.026 7.312  0.210
H2 -1.554 3.197 5.797  0.210
H3 -1.741 2.318 7.246  0.210
H4 -3.849 4.215 5.990  0.151
H5 -4.190 3.207 7.388  0.156
H6 -4.849 2.402 5.221  0.468
C3 1.105 -0.094 -0.696  -0.621
C4 0.685 0.229 0.732  -0.064
O2 -0.581 -0.348 1.018  -0.716
H7 0.482 0.408 -1.436  0.207
H8 1.063 -1.166 -0.887  0.212
H9 2.152 0.208 -0.727  0.210
H10 0.782 1.302 0.895  0.155
H11 1.481 -0.137 1.380  0.150
H12 -0.789 -0.057 1.909  0.468
C5 -3.452 -5.786 -0.920  -0.626
C6 -2.168 -6.638 -0.770  -0.068
O3 -2.056 -7.412 -1.947  -0.718
H13 -3.631 -5.223 -0.004  0.207
H14 -4.294 -6.424 -1.191  0.211
H15 -3.433 -5.133 -1.792  0.210
H16 -2.350 -7.275 0.097  0.158
H17 -1.327 -5.948 -0.697  0.162
H18 -1.169 -7.776 -1.914  0.464
C7 0.885 0.707 -8.048  -0.635
C8 1.777 -0.409 -7.632  -0.063
O4 2.554 -0.815 -8.762  -0.727
H19 0.211 0.459 -8.868  0.217
H20 1.518 1.524 -8.394  0.211
H21 0.195 1.094 -7.298  0.217
H22 1.224 -1.299 -7.334  0.158
H23 2.468 -0.159 -6.826  0.159
H24 3.256 -1.379 -8.428  0.464
C9 7.285 2.659 2.175  -0.240
O5 8.004 1.652 2.760  -0.716
H25 7.864 3.270 1.483  0.159
H26 6.430 2.310 1.596  0.168
H27 6.947 3.376 2.923  0.157
H28 8.937 1.767 2.565  0.471
C10 -3.892 2.569 -2.446  -0.249
O6 -3.869 1.169 -2.368  -0.719
H29 -4.527 2.885 -3.273  0.185
H30 -4.022 3.113 -1.510  0.163
H31 -2.863 2.827 -2.699  0.152
H32 -3.379 0.929 -1.578  0.467
C11 2.815 5.619 -3.629  -0.248
O7 3.526 5.914 -2.430  -0.727
H33 2.330 6.502 -4.046  0.167
H34 3.451 5.126 -4.364  0.177
H35 2.012 4.906 -3.446  0.162
H36 3.293 6.790 -2.115  0.469
C12 -1.469 -5.300 6.861  -0.252
O8 -1.286 -6.701 7.113  -0.722
H37 -0.555 -4.819 7.211  0.182
H38 -1.555 -5.022 5.811  0.164
H39 -2.303 -4.885 7.427  0.164
H40 -2.086 -7.178 6.882  0.463

DFT total energy ... -1082.9410 Eh
Gap between HOMO and LUMO ... 10.402 eV
Molar mass ... 312.44 g mol⁻¹
Energy relative to the best compared isomer or geometry (same formula, charge and spin) ... 4.951 eV

Density functional theory data (wB97M-V/def2-TZVPD) for a 2-piece molecular cluster, C4H12 overall.

Each line ends with the natural charge from an NBO analysis.
Geometry (Å):
C1 -2.658 -1.126 0.398  -0.591
C2 -1.622 -1.383 -0.621  -0.611
H1 -2.682 -1.774 1.124  0.192
H2 -2.296 -0.228 0.998  0.183
H3 -3.676 -0.894 0.132  0.206
H4 -2.072 -2.134 -1.351  0.204
H5 -0.619 -1.643 -0.185  0.213
H6 -1.553 -0.377 -1.082  0.204
C3 2.055 1.548 -0.596  -0.628
C4 2.268 0.902 0.757  -0.609
H7 2.872 2.106 -0.975  0.207
H8 1.707 0.991 -1.460  0.214
H9 1.147 2.130 -0.523  0.208
H10 2.985 0.094 0.919  0.207
H11 1.358 0.453 1.079  0.202
H12 2.569 1.621 1.705  0.199

DFT total energy ... -159.5325 Eh
Gap between HOMO and LUMO ... 12.289 eV
Molar mass ... 60.14 g mol⁻¹
Energy relative to the best compared isomer or geometry (same formula, charge and spin) ... 1.428 eV

Density functional theory data (wB97M-V/def2-TZVPD) for one molecule with the formula C13H9N3OS.

Each line ends with the natural charge from an NBO analysis.
Geometry (Å):
N1 -1.038 -2.682 -1.942  -0.267
C1 -1.316 -1.528 -1.379  0.228
C2 -2.034 -0.122 -0.846  -0.295
C3 -2.138 -0.085 0.818  -0.494
C4 -1.075 -1.146 1.540  0.555
O1 -1.489 -2.306 2.059  -0.519
C5 0.520 -0.641 1.528  -0.161
C6 1.779 -1.671 1.304  -0.171
C7 3.340 -1.101 1.274  -0.221
C8 3.576 0.543 1.461  -0.202
C9 2.306 1.586 1.718  -0.228
C10 0.758 0.989 1.761  -0.233
C11 -1.172 1.120 -1.479  -0.116
C12 0.223 0.531 -2.188  0.212
N2 1.413 0.413 -2.719  -0.271
N3 -1.932 1.847 -2.591  -0.493
C13 -2.206 0.958 -3.639  0.268
S1 -3.167 -0.109 -4.613  0.116
H1 -3.166 -0.039 -1.216  0.292
H2 -1.998 1.024 1.170  0.237
H3 -3.227 -0.447 1.134  0.261
H4 1.646 -2.837 1.157  0.264
H5 4.288 -1.804 1.113  0.253
H6 4.651 1.039 1.434  0.240
H7 2.464 2.735 1.873  0.240
H8 -0.100 1.766 1.951  0.229
H9 -0.902 1.968 -0.683  0.275

DFT total energy ... -1137.8521 Eh
Gap between HOMO and LUMO ... 7.726 eV
Molar mass ... 255.30 g mol⁻¹
Energy relative to the best compared isomer or geometry (same formula, charge and spin) ... 16.465 eV

Density functional theory data (wB97M-V/def2-TZVPD) for one molecule with the formula C3H10BNOP2.

Each line ends with the natural charge from an NBO analysis.
Geometry (Å):
B1 0.559 1.130 -0.035  1.240
C1 -1.120 -0.617 -0.623  -0.327
C2 -0.413 -1.472 0.455  -0.103
C3 1.584 2.087 0.564  -1.112
N1 -0.307 0.579 -0.886  -0.961
O1 -0.213 -0.778 1.564  -0.811
P1 -2.764 -0.152 0.143  0.300
P2 1.275 -2.032 -0.207  0.188
H1 -1.267 -1.166 -1.561  0.220
H2 -1.047 -2.372 0.605  0.170
H3 2.244 2.499 -0.199  0.271
H4 2.210 1.575 1.293  0.297
H5 1.106 2.918 1.082  0.275
H6 -0.503 0.959 -1.804  0.442
H7 -2.891 1.065 -0.549  -0.054
H8 -2.150 0.453 1.232  0.016
H9 0.829 -3.072 -1.021  -0.045
H10 1.497 -2.885 0.859  -0.007

DFT total energy ... -957.7637 Eh
Gap between HOMO and LUMO ... 7.793 eV
Molar mass ... 148.88 g mol⁻¹
Energy relative to the best compared isomer or geometry (same formula, charge and spin) ... 2.849 eV

Density functional theory data (wB97M-V/def2-TZVPD) for one molecule with the formula C5H6N2O.

Each line ends with the natural charge from an NBO analysis.
Geometry (Å):
C1 -0.257 -1.169 0.205  0.098
C2 -1.165 0.199 0.020  0.291
C3 1.162 -0.856 -0.109  0.522
C4 -0.054 1.243 0.228  -0.488
C5 1.148 0.630 -0.404  -0.528
N1 -0.706 -2.266 0.547  -0.479
N2 -2.383 0.095 -0.302  -0.582
O1 2.163 -1.502 -0.277  -0.491
H1 -0.420 2.250 -0.140  0.232
H2 0.103 1.418 1.307  0.235
H3 1.993 1.101 0.138  0.240
H4 1.339 0.815 -1.443  0.250
H5 0.058 -2.939 0.435  0.346
H6 -2.981 0.981 -0.203  0.353

DFT total energy ... -378.8082 Eh
Gap between HOMO and LUMO ... 8.718 eV
Molar mass ... 110.12 g mol⁻¹
Energy relative to the best compared isomer or geometry (same formula, charge and spin) ... 1.707 eV

Density functional theory data (wB97M-V/def2-TZVPD) for C13H30AuF3N2OS as an isolated structure.

Each line ends with the natural charge from an NBO analysis.
Geometry (Å):
Au1 -2.024 0.645 -0.433  0.384
C1 -1.957 0.542 3.080  -0.413
N1 -1.552 -0.522 2.170  -0.450
C2 -0.357 -1.186 2.673  -0.418
C3 -2.634 -1.468 1.966  -0.234
C4 -2.459 -2.334 0.730  -0.230
N2 -2.569 -1.582 -0.539  -0.486
C5 -1.720 -2.183 -1.579  -0.418
C6 -3.973 -1.581 -0.980  -0.420
H1 -2.207 0.155 4.081  0.162
H2 -2.823 1.064 2.672  0.217
H3 -1.147 1.264 3.176  0.206
H4 -0.554 -1.717 3.620  0.165
H5 0.421 -0.446 2.855  0.205
H6 0.031 -1.901 1.947  0.198
H7 -3.566 -0.906 1.861  0.210
H8 -2.741 -2.127 2.844  0.175
H9 -3.239 -3.105 0.748  0.192
H10 -1.500 -2.851 0.763  0.205
H11 -1.967 -3.243 -1.727  0.172
H12 -0.672 -2.079 -1.307  0.225
H13 -1.873 -1.650 -2.517  0.221
H14 -4.298 -2.600 -1.230  0.175
H15 -4.083 -0.943 -1.855  0.224
H16 -4.610 -1.189 -0.189  0.212
C7 4.561 -1.174 0.206  -0.615
C8 4.014 -1.263 -1.219  -0.405
C9 3.174 -0.051 -1.627  -0.605
S1 1.668 0.098 -0.585  1.212
O1 0.499 0.175 -1.515  -1.007
C10 1.913 1.779 0.087  -0.589
C11 1.503 2.884 -0.876  -0.434
C12 2.556 3.262 -1.916  -0.609
H17 5.147 -2.060 0.451  0.217
H18 3.755 -1.099 0.938  0.205
H19 5.208 -0.300 0.320  0.203
H20 3.418 -2.172 -1.337  0.204
H21 4.855 -1.343 -1.912  0.211
H22 2.772 -0.155 -2.635  0.249
H23 3.760 0.865 -1.564  0.223
H24 2.959 1.834 0.404  0.216
H25 1.278 1.802 0.976  0.236
H26 1.247 3.760 -0.279  0.219
H27 0.588 2.578 -1.382  0.258
H28 3.523 3.476 -1.451  0.192
H29 2.237 4.155 -2.455  0.222
H30 2.697 2.473 -2.657  0.201
F1 -1.661 3.219 -1.765  -0.378
C13 -2.265 2.690 -0.659  0.655
F2 -3.565 3.079 -0.766  -0.373
F3 -1.770 3.432 0.387  -0.388

DFT total energy ... -1531.5051 Eh
Gap between HOMO and LUMO ... 8.380 eV
Molar mass ... 516.42 g mol⁻¹